<i>
15
Properties=species:S:1:pos:R:3 method="wB97M-V/def2-TZVPD" charge=+1 e_homo_ev=-14.54 orbital_gap_ev=10.5
C -1.23819 -1.67692 -1.39013
C -0.70038 -2.15007 0.64615
C 1.67017 2.87795 -0.39516
N -1.38439 -2.57494 -0.41710
N -0.40468 -0.71191 -0.89116
N -0.08016 -0.97355 0.35838
O 0.95594 1.88234 -0.50017
H -1.76164 -1.88711 -2.36619
H 0.50119 -0.27697 0.76475
H -0.65798 -2.71907 1.48673
H 2.36760 2.91143 0.45032
H -0.45885 0.41108 2.39279
H 1.55199 3.68956 -1.19786
H -0.16241 0.15959 -1.28517
H -0.19821 1.03858 2.34381

=====

<ii>
15
Properties=species:S:1:pos:R:3 method="wB97M-V/def2-TZVPD" charge=+1 e_homo_ev=-14.40 orbital_gap_ev=10.6
C -1.44512 -0.23968 0.23648
C -0.01439 1.34203 -0.20329
C 0.09159 -0.21022 -0.23106
N -1.44196 1.15413 0.09441
N 0.39167 -0.66486 -1.45099
N 1.15635 -0.95207 1.11242
O -2.22307 -1.12516 0.22683
H 0.45509 1.89095 0.61428
H 0.37135 1.79854 -1.12558
H -2.12397 1.79483 0.48288
H 0.70608 -0.16428 -2.23104
H -0.20793 -1.41843 -1.76655
H 1.75806 -0.20158 1.45845
H 1.92555 -1.62551 0.88958
H 0.60071 -1.37869 1.89318

=====

Most stable to least stable: <ii>, <i>

=====

<i>
15
Properties=species:S:1:pos:R:3 method="wB97M-V/def2-TZVPD" charge=+1 smiles="N/C=[NH+]/CC(N)=O" e_homo_ev=-14.52 orbital_gap_ev=10.7
N -2.67622 0.94198 -0.07848
C -1.70214 0.04460 -0.20309
N -0.53386 0.24925 0.33830
C 0.62534 -0.59026 -0.03707
C 1.78148 0.41557 -0.03101
N 3.00926 -0.03022 0.10197
O 1.51696 1.65535 -0.11160
H -3.58165 0.50342 -0.23378
H -2.38461 1.69784 0.61662
H -1.93264 -0.94633 -0.60817
H -0.09432 1.16228 0.52904
H 0.78074 -1.42766 0.81150
H 0.42488 -1.00925 -1.01882
H 3.20915 -1.02351 0.16175
H 3.78249 0.64440 -0.30848

=====

<ii>
15
Properties=species:S:1:pos:R:3 method="wB97M-V/def2-TZVPD" charge=+1 e_homo_ev=-13.19 orbital_gap_ev=9.3
C 2.36645 -0.50060 -0.09939
C 0.02785 -0.81258 0.55556
C -0.86414 -2.08309 0.31707
N 1.29621 -0.87469 0.13691
N 3.59496 -0.34009 -0.44986
N -1.86173 0.90305 -0.47235
O -0.70690 -2.95546 -0.46050
H -0.68319 -0.10225 -0.05827
H 0.02766 -0.66487 1.56238
H -1.70517 -1.97247 1.09396
H 3.84966 0.02264 -1.39005
H 4.31401 0.03790 0.14150
H -1.56904 1.83370 -0.75536
H -2.84196 0.85172 -0.07792
H -1.77490 0.26445 -1.30774

=====

<iii>
15
Properties=species:S:1:pos:R:3 method="wB97M-V/def2-TZVPD" charge=+1 e_homo_ev="-12.15 / -14.22" orbital_gap_ev="5.2 / 9.4"
C 1.57814 0.31726 -0.17276
C 0.04293 -1.48806 -0.36636
C -2.41315 1.03908 0.14774
N 1.21980 -0.89150 0.10349
N -1.57277 0.21299 -0.46774
N 2.65802 0.95869 0.10366
O -1.03525 -0.79066 0.25168
H 0.03101 -1.68109 -1.52836
H -0.09466 -2.51177 0.13722
H -2.27485 2.09826 -0.33830
H -3.39848 0.71902 -0.23572
H -2.48728 0.99277 1.21644
H 1.49372 -1.59942 0.82981
H 3.46349 0.76857 0.77503
H 2.78936 1.85585 -0.45584

=====

Most stable to least stable: <i>, <ii>, <iii>

=====

<i>
7
Properties=species:S:1:pos:R:3 method="wB97M-V/def2-TZVPD" charge=0 e_homo_ev=-9.96 orbital_gap_ev=8.9
O -1.91638 -1.98809 -0.70227
C -1.88502 -0.88467 -0.44418
C 0.44331 0.13492 0.07853
O -0.24496 1.21508 0.25346
C 1.85233 0.35788 0.30705
N 3.00375 0.25980 0.42718
H -1.18078 0.95488 0.07564

=====

<ii>
7
Properties=species:S:1:pos:R:3 method="wB97M-V/def2-TZVPD" charge=0 smiles="N#CC(=O)C=O" e_homo_ev=-10.69 orbital_gap_ev=9.2
N -2.47879 0.48647 1.00897
C -1.35891 0.25530 0.82711
C 0.06083 -0.07051 0.57754
O 0.73862 -0.56045 1.44134
C 0.72204 0.10438 -0.86603
O 1.32165 -0.88575 -1.22280
H 0.99457 0.67056 -1.76612

=====

<iii>
7
Properties=species:S:1:pos:R:3 method="wB97M-V/def2-TZVPD" charge=0 e_homo_ev="-8.85 / -8.85" orbital_gap_ev="8.1 / 8.1"
C -0.08865 -0.26894 0.11463
C -2.33240 -0.13610 0.33452
C -1.88359 -1.50134 0.15839
N -0.40534 -1.37347 0.50615
O -2.91645 0.55202 1.07702
O -2.29262 -2.38913 -0.52052
H 0.71858 0.37456 -0.12247

=====

Most stable to least stable: <ii>, <i>, <iii>

=====

<i>
16
Properties=species:S:1:pos:R:3 method="wB97M-V/def2-TZVPD" charge=0 e_homo_ev=-6.91 orbital_gap_ev=7.8
C -1.22001 -0.98868 0.36139
C -0.96932 1.37989 -0.48224
C -0.47479 0.21644 0.34033
N 0.12612 -2.09192 -0.56561
N 1.75556 1.14904 0.61530
C 0.85732 0.13600 0.71661
H 0.20398 -1.52564 -1.41233
H 0.85474 -2.81391 -0.56508
H 1.59603 1.84941 -0.09522
H 2.72465 0.92437 0.78707
H -2.17237 -0.99282 -0.16328
H -1.16159 -1.60154 1.25121
H 1.19410 -0.69840 1.31550
H -0.72515 2.34101 -0.01880
H -0.53513 1.37709 -1.48863
H -2.05413 1.33967 -0.59623

=====

<ii>
16
Properties=species:S:1:pos:R:3 method="wB97M-V/def2-TZVPD" charge=0 e_homo_ev="-8.77 / -7.27" orbital_gap_ev="9.7 / 7.8"
C -2.48593 0.67011 -0.44778
C 2.68822 0.28302 -0.51594
C 0.43252 -1.44272 0.64905
N -1.65218 0.49489 0.72172
C 0.50757 -0.05097 0.21969
N 0.48548 1.07499 -0.10177
H -1.58851 1.38858 1.21056
H -2.22090 1.52356 -1.08867
H -3.53996 0.81455 -0.15448
H -2.45772 -0.23331 -1.06562
H 2.63590 -0.45199 -1.30857
H 2.87066 1.30214 -0.82155
H 3.14267 -0.02463 0.41707
H -0.41448 -1.91213 0.15026
H 0.24103 -1.46530 1.72131
H 1.35566 -1.97080 0.41473

=====

<iii>
16
Properties=species:S:1:pos:R:3 method="wB97M-V/def2-TZVPD" charge=0 smiles=CC1(N)CNC1 e_homo_ev=-8.86 orbital_gap_ev=10.0
C -0.86046 1.32676 0.05601
C -0.35475 -0.11346 0.01784
N -1.36531 -1.15015 0.01285
C 0.80105 -0.33027 1.06876
N 1.77332 0.07909 0.01301
C 0.78505 -0.21259 -1.03937
H 0.04339 1.96339 0.14103
H -1.37875 1.55505 -0.88449
H -1.46923 1.47269 0.91212
H -1.78074 -1.22423 -0.96803
H -2.21147 -0.89716 0.65404
H 0.81107 0.21509 2.02971
H 0.89864 -1.37196 1.35207
H 2.65571 -0.47877 -0.07051
H 0.81208 -1.28128 -1.40468
H 0.84043 0.44780 -1.89037

=====

<iv>
16
Properties=species:S:1:pos:R:3 method="wB97M-V/def2-TZVPD" charge=0 smiles="C=NC.C=NC" e_homo_ev=-9.74 orbital_gap_ev=10.6
C -1.25586 -3.69974 -1.28984
N -0.62307 -3.72160 -2.37464
C -0.99768 -2.76527 -3.39855
H -0.97361 -4.34901 -0.46455
H -2.13041 -3.06988 -1.08685
H -0.04734 -2.30705 -3.66376
H -1.84548 -2.14124 -3.11600
H -1.35813 -3.21465 -4.33134
C 0.40472 2.15592 2.65498
N 1.04629 3.03915 3.25126
C 1.79295 3.99754 2.42212
H -0.22403 1.38966 3.11484
H 0.32367 1.96863 1.56905
H 1.13920 4.86596 2.36885
H 2.02056 3.60564 1.42947
H 2.72823 4.24594 2.91495

=====

Most stable to least stable: <iii>, <iv>, <i>, <ii>